No. 1
C7H5LiO3Pb as an isolated structure, computed with ωB97M-V/def2-TZVPD.

highest occupied orbital energy (spin up / spin down)	-5.75 / -6.60	eV
LUMO level (spin up / spin down)	-0.720 / -0.799	eV
orbital gap (spin up / spin down)	5.0 / 5.8	eV
E_tot	-695.689502	Ha

```
17
C7H5LiO3Pb (ωB97M-V/def2-TZVPD)
O -3.891 0.237 -0.162
C -2.704 0.211 -0.059
C -1.436 0.379 0.008
C -0.294 -0.469 0.294
C 0.566 -0.029 1.466
O 1.236 -0.808 2.168
Pb -1.289 2.880 -0.488
H -0.568 -1.530 0.440
H 0.254 0.937 1.913
C 0.987 1.425 -2.143
C 1.268 0.142 -1.885
C 1.133 -0.554 -0.593
O 1.929 -1.470 -0.378
Li 2.426 -2.030 1.363
H 0.522 2.068 -1.398
H 1.240 1.849 -3.116
H 1.578 -0.523 -2.695
```


No. 2
C7H5N3O3S as an isolated structure, computed with ωB97M-V/def2-TZVPD.

highest occupied orbital energy	-10.08	eV
LUMO level	-0.976	eV
orbital gap	9.1	eV
E_tot	-1057.732386	Ha

```
19
C7H5N3O3S (ωB97M-V/def2-TZVPD)
C -1.677 1.411 0.592
C -1.855 0.451 1.541
C -0.566 1.471 -0.188
C -0.977 -0.562 1.734
C 0.282 0.363 -0.013
C 0.205 -0.551 1.018
C 1.936 0.438 -1.939
N 1.391 0.347 -0.907
N 2.265 -1.443 0.627
N 1.127 -1.647 1.168
O 0.784 -2.594 1.922
O 0.372 -0.867 -3.908
O -0.392 1.280 -3.038
S 0.584 0.522 -3.873
H -2.362 2.156 0.660
H -2.616 0.539 2.151
H -0.199 2.246 -0.776
H -1.213 -1.354 2.517
H 2.912 -2.205 0.712
```


No. 3
One molecule with the formula C7H5N5, computed with ωB97M-V/def2-TZVPD.

highest occupied orbital energy	-11.51	eV
LUMO level	-0.668	eV
orbital gap	10.8	eV
SMILES	CCC(C#N)(C#N)C1(C#N)N=N1
E_tot	-543.366407	Ha

```
17
C7H5N5 (ωB97M-V/def2-TZVPD)
C 2.139 0.042 0.678
C 0.693 -0.430 0.662
C -0.233 0.463 -0.114
C 0.353 0.811 -1.367
N 0.710 0.991 -2.434
C -0.694 1.599 0.602
N -1.203 2.556 0.932
C -1.718 -0.349 -0.435
C -1.708 -1.744 -0.116
N -1.763 -2.842 0.169
N -2.915 0.438 -0.636
N -2.363 0.145 -1.648
H 2.354 0.732 1.416
H 2.303 0.390 -0.311
H 2.827 -0.841 0.753
H 0.417 -0.571 1.625
H 0.801 -1.392 0.222
```


No. 4
C7H5NO10S2 as an isolated structure, computed with ωB97M-V/def2-TZVPD.

highest occupied orbital energy	-1.30	eV
LUMO level	2.970	eV
orbital gap	4.3	eV
total charge	-2
E_tot	-1873.281986	Ha

```
25
C7H5NO10S2 (ωB97M-V/def2-TZVPD)
O 3.890 -1.596 3.073
C 3.300 -0.659 3.615
O 3.547 -0.095 4.650
S 1.841 0.134 2.707
O 1.570 -0.602 1.489
O 2.313 1.471 2.378
N 0.621 0.316 3.769
S -0.720 -0.495 3.666
O -0.954 -1.370 2.543
O -1.026 -1.133 4.929
H -1.667 0.483 3.586
C -0.647 1.282 -3.586
C -0.476 1.573 -2.287
C -0.721 0.555 -1.212
O -0.538 0.878 -0.069
C -1.174 -0.777 -1.614
C -1.343 -1.057 -2.909
C -1.079 -0.047 -3.980
O -1.240 -0.379 -5.148
O -1.760 -2.258 -3.344
O -0.083 2.762 -1.861
H -0.474 2.006 -4.370
H -1.358 -1.497 -0.827
H -1.791 -2.183 -4.313
H -0.030 2.686 -0.885
```